[1]
ORCA calculation (ωB97M-V/def2-TZVPD) on a molecular structure, C28H23N6O3S5Ti.

Calculated values
**LUMO**: -3.98 eV
**Max |F|**: 0.012 Eh/bohr
**ΔE to the lowest compared entry with this formula, charge and spin**: 64.0 kJ/mol
**HOMO-LUMO gap**: 0.19829 Ha
**M**: 699.73 g mol⁻¹
**Total charge**: +1
**HOMO level**: -9.378 eV

Each line ends with the Löwdin charge.
Positions of all 66 atoms, in Å:
1 Ti -0.279 0.191 -0.527  0.674
2 C 2.352 0.970 1.751  -0.061
3 O 0.955 0.960 1.445  -0.222
4 C 0.149 1.606 2.363  -0.228
5 C 0.628 2.406 3.386  -0.008
6 C -0.269 2.998 4.264  -0.062
7 C -1.631 2.781 4.115  -0.065
8 C -2.097 1.983 3.084  -0.005
9 C -1.210 1.399 2.189  -0.195
10 N -1.615 0.612 1.065  -0.061
11 N -2.886 0.397 1.064  0.108
12 C -3.476 -0.436 0.216  -0.175
13 C -2.717 -1.472 -0.408  -0.327
14 O -1.448 -1.401 -0.477  -0.261
15 C -3.391 -2.629 -0.898  0.023
16 C -4.739 -2.667 -0.909  0.027
17 C -5.552 -1.598 -0.387  -0.163
18 C -6.952 -1.658 -0.442  -0.018
19 C -7.716 -0.638 0.073  -0.063
20 C -7.091 0.469 0.658  -0.057
21 C -5.716 0.548 0.714  -0.016
22 C -4.930 -0.485 0.198  -0.099
23 H 2.508 0.628 2.773  0.114
24 H 2.759 1.976 1.626  0.107
25 H 2.839 0.281 1.075  0.051
26 H 1.687 2.572 3.519  0.110
27 H 0.104 3.620 5.067  0.112
28 H -2.332 3.231 4.805  0.111
29 H -3.155 1.799 2.962  0.109
30 H -2.784 -3.424 -1.310  0.134
31 H -5.246 -3.525 -1.337  0.131
32 H -7.423 -2.519 -0.901  0.120
33 H -8.796 -0.689 0.026  0.110
34 H -7.692 1.274 1.061  0.109
35 H -5.234 1.414 1.147  0.107
36 C 3.414 2.149 -2.324  0.021
37 C 2.164 1.870 -1.559  -0.225
38 N 1.842 0.687 -1.195  -0.076
39 N 2.719 -0.334 -1.477  -0.032
40 C 2.503 -1.560 -0.908  -0.851
41 N 3.345 -2.514 -1.297  0.144
42 S 1.317 -1.828 0.241  0.822
43 C 1.209 2.922 -1.151  -0.192
44 C 1.475 4.266 -1.302  0.023
45 C 0.558 5.200 -0.838  -0.013
46 C -0.604 4.753 -0.248  0.003
47 C -0.809 3.385 -0.147  -0.128
48 N 0.075 2.487 -0.576  -0.018
49 H 3.340 1.700 -3.319  0.111
50 H 3.596 3.208 -2.460  0.077
51 H 4.275 1.713 -1.813  0.105
52 H 3.210 -0.298 -2.359  0.143
53 H 4.035 -2.377 -2.017  0.126
54 H 3.172 -3.452 -0.977  0.118
55 H 2.388 4.602 -1.769  0.113
56 H 0.755 6.258 -0.946  0.125
57 H -1.355 5.436 0.121  0.125
58 H -1.726 2.999 0.272  0.107
59 O -4.377 -2.133 -5.478  -0.032
60 C -3.562 -1.594 -4.790  -0.986
61 S -1.878 -2.155 -4.626  0.994
62 C -1.406 -0.993 -3.417  -1.120
63 C -2.333 -0.095 -3.041  -1.091
64 S -1.915 1.157 -1.928  0.772
65 S -3.908 -0.160 -3.789  0.995
66 S 0.183 -0.966 -2.764  0.675

---

[2]
ORCA calculation (ωB97M-V/def2-TZVPD) on C4H10N2O in the gas phase.

Calculated values
**LUMO**: 0.91 eV
**Max |F|**: 0.078 Eh/bohr
**Structure (SMILES)**: CO/C(N)=C(\C)N
**ΔE to the lowest compared entry with this formula, charge and spin**: 416.7 kJ/mol
**HOMO-LUMO gap**: 0.27570 Ha
**M**: 102.14 g mol⁻¹
**Total charge**: 0
**HOMO level**: -6.589 eV

Each line ends with the Löwdin charge.
Positions of all 17 atoms, in Å:
1 C 1.353 1.025 0.646  -0.081
2 C -1.137 0.672 -1.443  -0.061
3 C 0.600 -0.723 -0.301  -0.447
4 C -0.722 -0.389 -0.465  -0.434
5 N 0.975 -1.862 0.409  0.140
6 N -1.522 -0.653 0.630  0.033
7 O 1.605 0.197 -0.506  -0.085
8 H 0.237 -2.536 0.552  0.100
9 H 1.968 -1.947 0.558  0.101
10 H -0.910 -0.266 1.554  0.140
11 H -2.445 -0.241 0.540  0.071
12 H 0.884 1.953 0.320  0.079
13 H 2.339 1.280 1.043  0.087
14 H 0.527 0.661 1.524  0.136
15 H -2.004 0.316 -2.001  0.072
16 H -1.429 1.601 -0.943  0.071
17 H -0.318 0.912 -2.117  0.078

---

[3]
ORCA calculation (ωB97M-V/def2-TZVPD) on C4H10N2S in the gas phase.

Calculated values
**LUMO**: 0.38 eV
**Max |F|**: 0.109 Eh/bohr
**Structure (SMILES)**: CN(C)N(C)C=S
**ΔE to the lowest compared entry with this formula, charge and spin**: 416.1 kJ/mol
**HOMO-LUMO gap**: 0.31685 Ha
**M**: 118.20 g mol⁻¹
**Total charge**: 0
**HOMO level**: -8.240 eV

Each line ends with the Löwdin charge.
Positions of all 17 atoms, in Å:
1 C -0.252 -1.439 -1.240  -0.068
2 C 0.159 -1.244 1.238  -0.112
3 C 1.124 1.763 0.005  -0.041
4 C -1.322 1.080 -0.269  -0.598
5 H 0.018 -2.505 -1.029  0.054
6 H -1.437 -1.290 -1.233  0.029
7 H 0.415 -1.117 -2.254  0.123
8 H 0.773 -2.200 1.276  0.094
9 H 0.783 -0.769 2.091  0.094
10 H -0.798 -1.307 1.633  0.013
11 H 0.816 2.904 0.298  0.125
12 H 1.579 1.735 -1.075  0.119
13 H 1.703 1.664 0.894  0.052
14 H -1.280 2.261 -0.318  0.095
15 N 0.496 -0.546 -0.069  -0.195
16 N 0.009 0.754 -0.120  -0.285
17 S -2.786 0.253 0.172  0.501

---

[4]
ORCA calculation (ωB97M-V/def2-TZVPD) on C3H6N2O2 in the gas phase.

Calculated values
**LUMO**: 0.66 eV
**Max |F|**: 0.038 Eh/bohr
**Structure (SMILES)**: NC(=O)CNC=O
**ΔE to the lowest compared entry with this formula, charge and spin**: 105.0 kJ/mol
**HOMO-LUMO gap**: 0.39535 Ha
**M**: 102.09 g mol⁻¹
**Total charge**: 0
**HOMO level**: -10.094 eV

Each line ends with the Löwdin charge.
Positions of all 13 atoms, in Å:
1 C 0.225 -1.745 0.185  -0.380
2 N 1.043 -0.709 0.529  0.021
3 C 0.979 0.628 -0.109  -0.086
4 C -0.385 0.850 -0.808  -0.550
5 N -1.387 1.070 0.093  0.157
6 O -0.559 1.016 -1.995  0.067
7 O -0.374 -2.484 0.936  0.030
8 H 0.002 -1.816 -0.909  0.149
9 H 1.192 -0.669 1.522  0.126
10 H 1.085 1.350 0.713  0.127
11 H 1.803 0.767 -0.803  0.116
12 H -2.302 1.131 -0.346  0.119
13 H -1.323 0.612 0.993  0.104

---

[5]
ORCA calculation (ωB97M-V/def2-TZVPD) on C17H11ClN4OS2 in the gas phase.

Calculated values
**LUMO**: -0.06 eV
**Max |F|**: 0.073 Eh/bohr
**Structure (SMILES)**: Nc1ncc(Sc2nc3ccc(Cl)cc3c(=O)n2-c2ccccc2)s1
**HOMO-LUMO gap**: 0.30630 Ha
**M**: 386.89 g mol⁻¹
**Total charge**: 0
**HOMO level**: -8.393 eV

Each line ends with the Löwdin charge.
Positions of all 36 atoms, in Å:
1 O 0.698 -1.929 -3.056  0.099
2 Cl 6.061 -1.691 -2.760  0.692
3 N -0.678 -0.701 4.161  0.029
4 N 1.352 0.540 0.044  0.114
5 S -2.867 -0.546 2.700  0.994
6 S -1.161 1.017 0.590  0.974
7 C 0.868 -1.223 -2.081  -0.350
8 C -1.931 -1.017 4.128  -0.714
9 C 0.137 0.185 -0.280  -0.508
10 C -0.317 -0.051 2.983  -0.229
11 C -1.314 0.105 2.087  -0.860
12 C -4.110 -2.033 -1.884  -0.084
13 C -3.558 -1.189 -2.819  -0.058
14 C -3.345 -2.433 -0.776  -0.068
15 C 4.823 -0.060 -0.964  -0.079
16 C 3.706 0.485 -0.337  -0.001
17 C 3.408 -1.381 -2.361  -0.019
18 C -2.237 -0.676 -2.634  0.028
19 C -2.037 -2.003 -0.629  -0.025
20 C 4.688 -1.021 -1.974  -0.677
21 C 2.435 0.059 -0.685  -0.229
22 C 2.250 -0.849 -1.728  -0.047
23 C -1.463 -1.116 -1.553  -0.282
24 N -2.341 -1.759 5.212  0.071
25 N -0.170 -0.724 -1.317  0.047
26 H 0.715 0.334 2.845  0.122
27 H -5.144 -2.338 -1.935  0.102
28 H -4.120 -0.876 -3.671  0.095
29 H -3.849 -3.013 -0.017  0.102
30 H 5.835 0.166 -0.639  0.107
31 H 3.789 1.218 0.443  0.113
32 H 3.250 -2.071 -3.193  0.122
33 H -1.748 -0.043 -3.346  0.114
34 H -1.459 -2.314 0.201  0.108
35 H -3.332 -1.785 5.395  0.083
36 H -1.680 -1.677 6.003  0.116

---

[6]
ORCA calculation (ωB97M-V/def2-TZVPD) on 2 unconnected molecules or ions with the total composition C3H3ClI2O2.

Calculated values
**LUMO (alpha / beta)**: -2.31 / -1.82 eV
**Max |F|**: 0.065 Eh/bohr
**ΔE to the lowest compared entry with this formula, charge and spin**: 110.2 kJ/mol
**HOMO-LUMO gap (alpha / beta)**: 0.24697 / 0.27344 Ha
**M**: 360.32 g mol⁻¹
**Total charge**: 0
**HOMO level (alpha / beta)**: -9.033 / -9.260 eV

Each line ends with the Löwdin charge.
Positions of all 11 atoms, in Å:
1 C -0.395 -0.374 0.518  -0.544
2 C -1.417 0.524 1.252  0.029
3 C 1.443 -0.038 -1.010  -1.345
4 O -0.204 -1.523 0.735  0.113
5 O 0.448 0.405 -0.198  -0.188
6 Cl 2.693 -1.063 -0.358  0.598
7 I 2.112 1.576 -2.212  0.858
8 I 0.307 -1.914 -2.933  0.187
9 H -2.151 0.853 0.503  0.087
10 H -1.973 0.135 2.211  0.134
11 H -0.863 1.418 1.491  0.071

---

[7]
ORCA calculation (ωB97M-V/def2-TZVPD) on a molecular structure, C37H41EuF3N5O3S.

Calculated values
**LUMO (alpha / beta)**: 3.83 / 3.83 eV
**Max |F|**: 0.074 Eh/bohr
**<S²>**: 12.074
**Spin multiplicity**: 7
**ΔE to the lowest compared entry with this formula, charge and spin**: 0.0 kJ/mol
**HOMO-LUMO gap (alpha / beta)**: 0.10659 / 0.21010 Ha
**M**: 844.79 g mol⁻¹
**Total charge**: -2
**HOMO level (alpha / beta)**: 0.932 / -1.888 eV

Each line ends with the Löwdin spin population.
Positions of all 91 atoms, in Å:
1 Eu -0.357 -0.100 0.506  4.084
2 N -1.949 -2.361 1.176  0.015
3 C -2.962 -2.143 2.189  0.002
4 C -3.321 -0.625 2.290  0.000
5 O -4.353 -0.402 2.910  0.001
6 N -2.440 0.234 1.710  -0.005
7 C -3.076 1.485 1.338  0.001
8 C -3.134 1.703 -0.167  0.000
9 O -4.029 2.370 -0.705  0.000
10 O -2.143 1.159 -0.869  -0.002
11 H -2.253 -2.610 0.266  0.001
12 H -1.277 -3.070 1.512  0.009
13 H -2.654 -2.449 3.195  0.001
14 H -3.865 -2.609 1.920  0.000
15 H -2.597 2.360 1.785  0.000
16 H -4.144 1.531 1.669  0.000
17 S 2.701 3.137 -2.063  0.001
18 C 3.155 1.624 -2.701  0.000
19 C 4.252 1.326 -3.542  0.001
20 C 4.504 0.028 -3.966  0.000
21 C 3.756 -1.010 -3.378  0.001
22 C 2.645 -0.750 -2.587  0.009
23 C 2.329 0.575 -2.223  0.004
24 N 1.338 0.956 -1.329  0.005
25 C 1.273 2.327 -1.321  0.003
26 C 0.447 3.134 -0.412  0.000
27 C 0.293 4.551 -0.597  0.002
28 C -0.225 5.257 0.483  0.000
29 C -0.474 4.688 1.726  0.002
30 C -0.244 3.333 1.917  0.001
31 C 0.052 2.556 0.794  -0.003
32 H 4.889 2.162 -3.897  0.000
33 H 5.251 -0.209 -4.751  0.000
34 H 3.996 -2.074 -3.439  0.000
35 H 2.015 -1.616 -2.244  0.008
36 H 0.521 5.024 -1.553  0.000
37 H -0.391 6.308 0.423  0.000
38 H -0.750 5.299 2.571  0.000
39 H -0.347 2.804 2.899  0.000
40 F 2.528 2.684 6.746  0.011
41 C 2.039 1.373 6.766  0.050
42 F 1.209 1.222 7.809  0.008
43 F 3.105 0.555 6.999  0.026
44 C 1.374 1.177 5.401  0.251
45 C 0.347 0.272 5.274  0.083
46 C -0.077 -0.011 3.994  0.131
47 N 0.646 0.353 2.932  0.225
48 C 1.703 1.171 3.045  0.060
49 C 2.062 1.704 4.252  0.105
50 H -0.139 -0.087 6.156  0.004
51 H -1.022 -0.481 3.793  0.009
52 H 2.234 1.527 2.159  0.003
53 H 2.842 2.456 4.353  0.008
54 C 2.036 -3.674 2.092  0.058
55 C 2.421 -2.669 1.011  0.089
56 C 3.303 -1.579 1.735  0.009
57 C 3.161 -3.434 -0.140  0.021
58 C 1.139 -2.089 0.593  0.623
59 H 2.903 -3.841 2.798  0.012
60 H 1.765 -4.602 1.561  0.001
61 H 1.184 -3.322 2.704  0.010
62 H 4.301 -2.005 1.896  0.001
63 H 2.901 -1.276 2.702  0.002
64 H 3.351 -0.663 1.098  0.002
65 H 4.085 -3.889 0.271  0.003
66 H 3.518 -2.648 -0.830  0.001
67 H 2.498 -4.157 -0.645  0.001
68 H 0.588 -2.695 -0.124  0.047
69 C -3.965 0.577 -3.445  0.000
70 N -2.588 1.042 -3.315  0.000
71 C -2.368 2.381 -3.879  0.000
72 C -1.592 0.102 -3.792  0.000
73 C -1.812 -1.321 -3.299  0.001
74 C -2.734 -2.198 -3.861  0.000
75 C -2.699 -3.544 -3.586  0.000
76 C -1.697 -4.064 -2.740  0.000
77 C -0.872 -3.180 -2.092  0.000
78 C -1.084 -1.795 -2.206  0.004
79 H -4.701 1.381 -3.296  0.000
80 H -4.152 -0.232 -2.772  0.000
81 H -4.038 0.213 -4.471  0.000
82 H -2.462 1.239 -2.084  0.000
83 H -2.293 2.364 -5.000  0.000
84 H -1.394 2.847 -3.590  0.000
85 H -3.159 3.074 -3.592  0.000
86 H -0.615 0.448 -3.464  0.000
87 H -1.565 0.111 -4.870  0.000
88 H -3.459 -1.830 -4.556  0.000
89 H -3.448 -4.190 -3.991  0.000
90 H -1.674 -5.152 -2.550  0.000
91 H -0.066 -3.547 -1.489  -0.001

---

[8]
ORCA calculation (ωB97M-V/def2-TZVPD) on CH10N2Si2 in the gas phase.

Calculated values
**LUMO**: 0.71 eV
**Max |F|**: 0.072 Eh/bohr
**Structure (SMILES)**: N[SiH2]C[SiH2]N
**ΔE to the lowest compared entry with this formula, charge and spin**: 43.5 kJ/mol
**HOMO-LUMO gap**: 0.36251 Ha
**M**: 106.28 g mol⁻¹
**Total charge**: 0
**HOMO level**: -9.159 eV

Each line ends with the Löwdin charge.
Positions of all 15 atoms, in Å:
1 C 0.126 -1.230 0.180  -0.465
2 N -2.047 0.527 0.100  -0.140
3 N 1.757 1.447 -0.649  -0.140
4 Si -1.571 -0.968 -0.594  0.397
5 Si 1.526 0.420 0.700  0.546
6 H 0.012 -1.872 1.129  0.006
7 H 0.781 -1.899 -0.506  0.003
8 H -1.259 1.148 0.014  -0.021
9 H -2.753 0.798 0.719  -0.001
10 H 1.189 2.211 -0.636  -0.035
11 H 2.524 1.402 -1.321  0.043
12 H -2.722 -1.869 -0.209  -0.051
13 H -1.275 -0.988 -2.104  -0.049
14 H 2.728 -0.450 1.314  -0.047
15 H 0.984 1.324 1.866  -0.048

---

What is the total charge in the fifth record? 0

---

Among the records above, which one has the lowest M? C3H6N2O2